One molecule with the formula C14H17NO2, computed with ωB97M-V with the def2-TZVPD basis set.

Values from the calculation:
**Energy above the lowest of the compared OMol25 structures with the same formula, charge and spin**: 4.6 kcal per mole
**HOMO**: -7.78 eV
**HOMO-LUMO gap**: 8.65 eV
**DFT total energy**: -20379.7533 eV
**Molar mass**: 231.30 g mol⁻¹

Structure (ORCA input):
```
! wB97M-V def2-TZVPD RIJCOSX def2/J DEFGRID3
* xyz 0 1
C -4.86757 -1.36594 0.51713
C -4.65028 -0.61257 -0.78740
O -3.72241 0.46000 -0.61889
C -2.41934 0.16209 -0.69581
O -1.99676 -0.93911 -0.93328
C -1.57727 1.38269 -0.41620
C -1.02762 1.30667 1.01724
C 0.10006 0.28472 1.14191
C 1.36506 0.69187 0.45497
C 1.73596 1.91457 -0.02105
N 2.99539 1.85252 -0.56339
C 3.46692 0.57873 -0.44424
C 4.67882 0.02212 -0.83286
C 4.87674 -1.31676 -0.57423
C 3.89454 -2.08782 0.05402
C 2.69205 -1.54130 0.44136
C 2.46356 -0.18799 0.19479
H -3.93927 -1.83668 0.83160
H -5.62091 -2.13515 0.37374
H -5.19998 -0.68281 1.29532
H -4.26952 -1.29140 -1.55761
H -5.57376 -0.14048 -1.12898
H -2.19954 2.26901 -0.53667
H -0.74433 1.40908 -1.11881
H -0.66578 2.29209 1.31439
H -1.84052 1.03655 1.69560
H 0.31509 0.11634 2.20266
H -0.23225 -0.66767 0.72142
H 1.20278 2.84609 -0.02339
H 3.48690 2.62322 -0.98149
H 5.43649 0.61937 -1.31960
H 5.80772 -1.78290 -0.86214
H 4.09087 -3.13450 0.23575
H 1.93816 -2.14460 0.92414
*
```



One molecule with the formula C14H17NO4, computed with ωB97M-V with the def2-TZVPD basis set.

Values from the calculation:
**Energy above the lowest of the compared OMol25 structures with the same formula, charge and spin**: 11.8 kcal per mole
**HOMO**: -8.03 eV
**HOMO-LUMO gap**: 8.74 eV
**DFT total energy**: -24474.7472 eV
**Molar mass**: 263.29 g mol⁻¹

Structure (ORCA input):
```
! wB97M-V def2-TZVPD RIJCOSX def2/J DEFGRID3
* xyz 0 1
C 1.21809 -3.93907 -2.64900
C 1.60646 -3.63535 -1.20824
O 0.87801 -2.52630 -0.69248
C 1.35799 -1.29972 -0.98538
O 2.37353 -1.13577 -1.62945
C 0.53215 -0.23931 -0.43276
C 0.78905 1.11908 -0.54901
C 1.91404 1.78825 -1.24812
N -0.18917 1.82458 0.08121
C -0.23688 3.25500 0.22830
C 0.46022 3.71952 1.52112
O -0.26881 3.40800 2.67668
C -1.09979 0.94424 0.62891
C -2.25785 1.18711 1.35752
C -2.99403 0.10356 1.78074
C -2.58851 -1.20530 1.48525
O -3.37739 -2.21832 1.94559
C -1.43809 -1.45213 0.75933
C -0.68064 -0.36895 0.32239
H 1.74181 -4.82783 -2.98956
H 1.49055 -3.10206 -3.28700
H 0.14581 -4.10531 -2.72368
H 2.67811 -3.41763 -1.14641
H 1.35953 -4.47156 -0.54952
H 2.57565 1.02703 -1.65034
H 1.54487 2.40230 -2.07032
H 2.47582 2.42868 -0.56903
H -1.28256 3.57130 0.25660
H 0.24883 3.72232 -0.63006
H 1.46867 3.28370 1.56748
H 0.54931 4.80821 1.51182
H -0.38416 2.45112 2.73094
H -2.58228 2.18853 1.59530
H -3.89957 0.23768 2.34947
H -2.99920 -3.06503 1.68011
H -1.12954 -2.46057 0.53162
*
```



C14H18BCaN7O2 as an isolated structure in a non-equilibrium geometry, computed with ωB97M-V with the def2-TZVPD basis set.

Values from the calculation:
**Energy above the lowest of the compared OMol25 structures with the same formula, charge and spin**: 156.0 kcal per mole
**HOMO (alpha / beta)**: -15.24 / -15.27 eV
**HOMO-LUMO gap (alpha / beta)**: 4.30 / 4.57 eV
**DFT total energy**: -48429.5310 eV
**Molar mass**: 367.23 g mol⁻¹

Structure (ORCA input):
```
! wB97M-V def2-TZVPD RIJCOSX def2/J DEFGRID3
* xyz 2 1
C 0.54078 2.74356 0.44879
N 0.73262 1.50066 -0.01246
N 0.89447 1.50726 -1.35680
C 0.80706 2.78698 -1.76545
C 0.58219 3.61033 -0.65785
B 1.05570 0.23120 -2.25551
N 2.21359 -0.64012 -1.71130
N 2.31390 -0.95812 -0.38565
C 3.41093 -1.73215 -0.22031
C 4.02858 -1.91803 -1.47458
C 3.23774 -1.20574 -2.38306
Ca 0.80544 -0.09488 0.90195
N -0.25971 -0.58113 -2.33024
N -0.86638 -1.08180 -1.21575
C -2.01811 -1.65448 -1.64601
C -2.14476 -1.51615 -3.06247
C -0.99199 -0.82444 -3.44581
H -2.68110 -2.12697 -0.95259
H -0.64753 -0.49824 -4.41867
H -2.94022 -1.87254 -3.69594
H 1.34039 0.62098 -3.35811
H 3.32835 -1.05985 -3.44933
H 0.90626 3.01614 -2.81563
H 4.92616 -2.48132 -1.68518
H 0.46624 4.68277 -0.64530
H 3.68591 -2.08262 0.75544
H 0.39502 2.92634 1.49838
H -0.01799 -1.81406 0.70283
C 0.60255 -1.95258 1.74772
H 1.38158 -2.58687 1.53696
H 1.23999 -0.91977 2.34303
H -0.06041 -2.04777 2.49935
O -0.18097 1.72233 3.38891
C -1.23858 1.38383 2.86130
C -2.58817 1.55794 3.51806
C -3.19507 0.22258 3.18454
C -2.35218 -0.18410 1.97818
O -2.50638 -1.25379 1.41325
N -1.29883 0.65429 1.70649
H -2.56798 1.82494 4.57765
H -3.09423 2.32590 2.92376
H -2.97694 -0.52585 3.96787
H -4.26790 0.29537 2.98952
*
```



A 2-piece molecular cluster, C14H18BClF5N2O11P overall in a non-equilibrium geometry, computed with ωB97M-V with the def2-TZVPD basis set.

Values from the calculation:
**Energy above the lowest of the compared OMol25 structures with the same formula, charge and spin**: 0.0 kcal per mole
**HOMO**: -9.15 eV
**HOMO-LUMO gap**: 7.60 eV
**DFT total energy**: -76389.0364 eV
**Molar mass**: 562.53 g mol⁻¹

Structure (ORCA input):
```
! wB97M-V def2-TZVPD RIJCOSX def2/J DEFGRID3
* xyz 0 1
C 2.29673 0.40017 0.67872
C 1.76813 -0.67015 0.80188
C 1.05484 -1.96063 0.87566
C -0.17915 -1.72451 1.79087
P 0.14408 -1.20494 3.54123
O -1.07050 -1.37697 4.33322
O 0.77993 0.23241 3.64968
O 1.29416 -2.20470 4.01903
N -1.16053 -0.91775 0.97482
C -2.60079 -1.36496 1.20124
O -2.86714 -2.50332 0.45301
C -3.95268 -2.34755 -0.46259
C -1.18683 0.57721 1.18494
O -1.78213 0.88627 2.41876
N -2.21657 2.32186 2.38919
O -2.03740 2.79963 3.41107
C -0.66157 -1.04641 -0.45418
C 0.32291 -2.19863 -0.51134
Cl -0.33156 -3.87065 -0.35461
C 1.32321 -2.20276 -1.71101
C 1.01692 -1.11518 -2.75351
O 1.11661 -1.64313 -4.06274
C 1.96174 0.10318 -2.59473
F 3.13038 -0.19359 -2.00437
F 2.25823 0.65100 -3.77767
F 1.27320 0.99565 -1.85467
H 2.58230 1.42984 0.56414
H 1.72069 -2.75658 1.19647
H -0.71872 -2.65645 1.98181
H 0.08275 0.90547 3.67351
H 1.51819 -2.85018 3.33712
H -2.69896 -1.61139 2.25900
H -3.27791 -0.57076 0.89407
H -4.88033 -2.19271 0.09190
H -3.80430 -1.48322 -1.12071
H -4.02205 -3.22870 -1.09163
H -1.79933 1.00070 0.38281
H -0.18797 1.00910 1.13158
H -1.48111 -1.23841 -1.15229
H -0.28084 -0.08562 -0.78715
H 1.25014 -3.16152 -2.21515
H 2.33171 -2.15772 -1.30469
H 0.00187 -0.73148 -2.70019
H 1.92964 -2.15326 -4.14952
B 2.20276 4.74064 -2.19976
O 2.11429 3.81207 -1.02217
C 1.02660 4.06702 -0.34345
O 0.66981 3.46966 0.64906
C 0.28234 5.22319 -1.02424
O -0.75913 5.69363 -0.65283
O 0.97602 5.59163 -2.08144
F 2.17554 4.00791 -3.37963
F 3.35180 5.50556 -2.11852
*
```



C14H18BrN4O9Sc as an isolated structure, computed with ωB97M-V with the def2-TZVPD basis set.

Values from the calculation:
**Energy above the lowest of the compared OMol25 structures with the same formula, charge and spin**: 7.4 kcal per mole
**HOMO**: -9.17 eV
**HOMO-LUMO gap**: 9.27 eV
**DFT total energy**: -129947.9540 eV
**Molar mass**: 511.18 g mol⁻¹

Structure (ORCA input):
```
! wB97M-V def2-TZVPD RIJCOSX def2/J DEFGRID3
* xyz 0 1
Sc 0.09806 0.14679 0.21330
O 0.39428 0.86454 -1.98791
C -0.64125 1.32045 -2.85478
C -1.82027 0.39503 -2.64791
N -2.21548 0.35053 -1.24623
C -2.82245 1.58008 -0.74728
C -2.19715 2.03077 0.57849
O -2.86180 2.55566 1.45034
O -0.92981 1.78138 0.65162
C -2.93640 -0.85788 -0.85475
C -2.17608 -1.71786 0.16384
O -2.77701 -2.46896 0.90607
O -0.89028 -1.56422 0.12382
H 1.12210 1.49467 -1.91825
H -0.30743 1.27009 -3.89580
H -0.88878 2.36009 -2.62159
H -1.52195 -0.61365 -2.93989
H -2.64056 0.70937 -3.31179
H -3.90550 1.48834 -0.62533
H -2.64813 2.39127 -1.45814
H -3.11856 -1.49488 -1.72576
H -3.91478 -0.61465 -0.43447
Br 0.34738 -3.04522 -2.35598
C 1.90275 -2.52549 -1.40086
C 3.00467 -3.36943 -1.48159
C 4.17685 -2.96085 -0.87372
C 4.21537 -1.72311 -0.24631
C 3.06043 -0.96245 -0.22626
N 1.90538 -1.37239 -0.76946
C 3.05880 0.43094 0.39422
O 4.06332 0.83661 0.94351
O 1.94196 1.05603 0.25325
H 2.92924 -4.30383 -2.01670
H 5.05406 -3.59281 -0.91317
H 5.10249 -1.32060 0.21880
C 2.48321 -0.54087 4.10171
O 1.07602 -0.49303 4.41480
C 0.27508 -0.38321 3.36938
O 0.68472 -0.39726 2.21061
N -1.01731 -0.24814 3.71314
N -1.97866 -0.14177 2.71779
H 2.98224 -0.56618 5.06497
H 2.77542 0.34060 3.53345
H 2.70336 -1.44084 3.53042
H -1.25426 -0.22760 4.69343
H -2.47205 0.74315 2.77482
H -2.58605 -0.95287 2.70756
*
```



C14H18ClGdNd as an isolated structure in a non-equilibrium geometry, computed with ωB97M-V with the def2-TZVPD basis set.

Values from the calculation:
**Energy above the lowest of the compared OMol25 structures with the same formula, charge and spin**: 39.7 kcal per mole
**HOMO (alpha / beta)**: -3.56 / -3.54 eV
**HOMO-LUMO gap (alpha / beta)**: 5.88 / 5.80 eV
**DFT total energy**: -63439.4001 eV
**Molar mass**: 523.24 g mol⁻¹

Structure (ORCA input):
```
! wB97M-V def2-TZVPD RIJCOSX def2/J DEFGRID3
* xyz -1 11
Nd -2.64474 2.58659 -1.54538
Cl -4.64937 2.23018 -0.06172
C -3.38015 1.25509 -3.46798
C -2.70431 4.98834 -1.69437
H -3.53930 1.71085 -4.45224
H -2.62725 0.44938 -3.59064
H -4.32238 0.76688 -3.15079
H -2.82849 5.47487 -2.66919
H -1.76066 5.36734 -1.26793
H -3.50732 5.35450 -1.03218
Gd 0.06180 0.68428 0.57607
C 0.69195 1.88551 2.42272
C 0.28120 2.02452 -1.26633
H 1.35183 2.61971 1.92370
H -0.20026 2.41829 2.80756
H 1.21591 1.34184 3.22134
H -0.08053 3.05779 -1.61441
H 0.60958 1.51799 -2.20102
C 0.63915 -4.26256 2.55658
C -0.40113 -3.35875 2.27754
C -0.23093 -2.30197 1.39629
C 1.04960 -2.14590 0.77010
C 1.38674 -1.02933 0.01436
C 2.56756 -0.77066 -0.60034
C 3.58439 -1.72480 -0.38388
C 3.35015 -2.85042 0.37039
C 2.11045 -3.08015 1.01111
C 1.85685 -4.13886 1.89675
H 0.47786 -5.08830 3.24559
H -1.35418 -3.45220 2.79714
H -1.09391 -1.66394 1.11673
H 2.74767 0.11453 -1.19594
H 4.53572 -1.58688 -0.88090
H 4.14279 -3.56283 0.57132
H 2.66370 -4.83095 2.09994
*
```